No. 1
Entry from OMol25: C60H46CoF9IO2P3 as an isolated structure (the ωB97M-V functional and the def2-TZVPD basis).

Output
HOMO (spin up / spin down): -12.8 / -12.7 eV
Charge: +2
HOMO-LUMO gap (spin up / spin down): 7.50 / 4.78 eV
Multiplicity: 5

CARTESIAN COORDINATES (ANGSTROEM)
Co1 0.9843 0.0114 0.4151
C1 6.7705 0.5343 -2.5043
C2 5.7118 1.6201 -2.7183
C3 6.1964 2.7734 -3.6374
C4 5.3460 2.2377 -1.3449
C5 6.1298 3.2119 -0.7488
C6 5.8321 3.6979 0.5237
C7 4.7230 3.2191 1.2013
C8 3.9418 2.1837 0.6512
P1 2.4701 1.6163 1.5004
C9 2.9862 0.9076 3.0796
C10 4.2727 0.3862 3.2054
C11 4.6002 -0.5135 4.2297
C12 3.6485 -0.8665 5.1620
C13 2.3837 -0.2845 5.0673
C14 2.0545 0.5975 4.0433
C15 1.5824 3.1906 1.8567
C16 0.9942 3.8363 0.7713
C17 0.2661 4.9975 1.0028
C18 0.1655 5.5330 2.2786
C19 0.7858 4.8774 3.3583
C20 1.5133 3.7128 3.1424
C21 4.2786 1.7271 -0.6163
O1 3.4672 0.7476 -1.1478
C22 3.4241 0.5411 -2.5295
C23 2.2743 -0.0949 -3.0157
C24 2.1693 -0.3157 -4.4028
C25 3.2383 0.0043 -5.1803
C26 4.3721 0.6657 -4.6692
C27 4.4875 0.9328 -3.3228
P2 0.8730 -0.5222 -1.9164
C28 0.5763 -2.2631 -2.0520
C29 -0.5671 -2.7497 -1.3993
C30 -0.8170 -4.1208 -1.4125
C31 0.0415 -5.0105 -2.0772
C32 1.1829 -4.5235 -2.7171
C33 1.4145 -3.1558 -2.6978
C34 -0.5947 0.1710 -2.7230
C35 -0.8329 1.5117 -2.5172
C36 -1.9124 2.1544 -3.0813
C37 -2.8161 1.4140 -3.8486
C38 -2.6274 0.0619 -4.0052
C39 -1.5054 -0.5521 -3.4994
H1 7.7152 0.9509 -2.1510
H2 6.9504 -0.0532 -3.3773
H3 6.4562 -0.1574 -1.7290
H4 7.0401 3.2833 -3.1927
H5 5.3961 3.5024 -3.7822
H6 6.5173 2.4499 -4.6485
H7 7.0538 3.5334 -1.2263
H8 6.4937 4.4368 1.0191
H9 4.4552 3.5569 2.1879
H10 4.9992 0.6284 2.4555
H11 5.5891 -0.9718 4.2600
H12 3.8837 -1.6057 5.9207
H13 1.6167 -0.6251 5.7545
H14 1.0383 0.9702 3.9961
H15 1.0805 3.4541 -0.2122
H16 -0.1093 5.5531 0.1607
H17 -0.4076 6.4377 2.4249
H18 0.7732 5.2806 4.3740
H19 2.0057 3.2068 3.9588
H20 1.2738 -0.7784 -4.8644
H21 3.2363 -0.2015 -6.2420
H22 5.1186 0.9947 -5.3762
H23 -1.2598 -2.1198 -0.8653
H24 -1.6696 -4.5433 -0.8766
H25 -0.2187 -6.0673 -2.1295
H26 1.8399 -5.1971 -3.2091
H27 2.2763 -2.7822 -3.2429
H28 -0.1164 2.0642 -1.9394
H29 -2.0569 3.2254 -2.9761
H30 -3.6410 1.9073 -4.3609
H31 -3.3264 -0.5101 -4.6387
H32 -1.3459 -1.5933 -3.6611
O2 -0.7742 1.0547 1.0454
H33 -0.6307 1.9181 1.4435
H34 -1.5010 1.1934 0.4293
I1 1.5935 -2.1748 1.5158
F1 -8.1830 -4.7158 -2.4077
C40 -7.0250 -5.3063 -2.1817
F2 -7.2135 -6.4580 -1.5380
F3 -6.3960 -5.5836 -3.3475
C41 -6.1717 -4.3590 -1.4082
C42 -5.5160 -3.3717 -2.1233
C43 -4.6603 -2.5248 -1.4589
C44 -4.4905 -2.6992 -0.0826
C45 -5.2323 -3.6332 0.6319
C46 -6.0713 -4.5119 -0.0466
P3 -3.4519 -1.5152 0.7586
C47 -2.6079 -2.0348 2.2818
C48 -2.3643 -3.3844 2.5012
C49 -1.6827 -3.7915 3.6093
C50 -1.1688 -2.8593 4.4960
C51 -1.4855 -1.5078 4.3198
C52 -2.2260 -1.0781 3.2297
C53 -0.2594 -3.3392 5.6239
F4 1.0047 -3.5566 5.1693
F5 -0.6757 -4.5108 6.1030
F6 -0.2179 -2.4755 6.6375
C54 -3.9669 0.1707 0.7515
C55 -4.5797 0.6995 1.8994
C56 -5.0083 1.9964 1.9268
C57 -4.8289 2.7711 0.7958
C58 -4.3686 2.2328 -0.3792
C59 -3.8850 0.9328 -0.4039
C60 -5.1460 4.2226 0.7947
F7 -4.0622 4.9494 1.0908
F8 -5.5892 4.5946 -0.4072
F9 -6.0817 4.5024 1.6996
H35 -5.6993 -3.2711 -3.2147
H36 -4.0987 -1.8223 -2.0542
H37 -5.1363 -3.6304 1.6953
H38 -6.5798 -5.3244 0.4889
H39 -2.6027 -4.1136 1.7198
H40 -1.4501 -4.8740 3.7647
H41 -1.1384 -0.7824 5.0404
H42 -2.5115 -0.0562 3.0689
H43 -4.7022 -0.0100 2.7263
H44 -5.4213 2.4205 2.8590
H45 -4.3436 2.8106 -1.2698
H46 -3.5353 0.4727 -1.3090



No. 2
Entry from OMol25: one molecule with the formula C6H9P3 (the ωB97M-V functional and the def2-TZVPD basis).

Output
HOMO: -8.1 eV
SMILES: Pc1ccccc1[PH]#[PH2]
Energy relative to the best compared isomer or geometry (same formula, charge and spin): 14.38 kJ/mol
Charge: 0
HOMO-LUMO gap: 8.49 eV

CARTESIAN COORDINATES (ANGSTROEM)
P1 -0.9052 2.0529 -1.0540
C1 0.2689 0.8745 -0.4146
C2 1.4613 1.1261 0.2566
C3 2.2746 0.0795 0.6845
C4 2.1214 -1.1853 0.1089
C5 0.9090 -1.5367 -0.4684
C6 -0.0927 -0.6467 -0.7538
P2 -1.7810 -1.0644 -1.0562
P3 -2.2413 -0.7091 1.0121
H1 -1.0413 3.0616 0.0079
H2 -1.9716 1.1204 -0.8651
H3 1.7275 2.1879 0.3649
H4 3.0846 0.4365 1.2469
H5 2.8797 -1.8473 0.3111
H6 0.8866 -2.5766 -0.6560
H7 -1.6280 -2.3216 -0.6844
H8 -3.2922 -1.5527 1.1151
H9 -2.9720 0.4271 0.7994



No. 3
Entry from OMol25: C34H41As3Cl2F5InNO2S2 as an isolated structure (the ωB97M-V functional and the def2-TZVPD basis).

Output
HOMO: -10.4 eV
Energy relative to the best compared isomer or geometry (same formula, charge and spin): 43.76 kJ/mol
Charge: +1
HOMO-LUMO gap: 7.32 eV

CARTESIAN COORDINATES (ANGSTROEM)
In1 0.0625 0.4320 -0.2841
C1 0.9519 -2.6879 2.4583
As1 -0.0286 -1.0543 2.0777
C2 -1.7888 -1.8521 1.8589
C3 -0.3119 -0.2755 3.8456
C4 0.8208 0.4730 4.5987
C5 0.6694 0.1233 6.0878
C6 0.6067 1.9815 4.4121
As2 0.5499 2.5624 2.5332
C7 -0.3994 4.2474 2.8098
C8 2.3508 3.3086 2.3754
C9 2.2050 0.0159 4.0893
As3 3.9641 0.6859 4.7452
C10 4.2029 -0.6358 6.1726
C11 3.6131 2.2076 5.9298
H1 0.7017 -2.9884 3.4737
H2 2.0258 -2.5509 2.3748
H3 0.6176 -3.4553 1.7683
H4 -1.9912 -2.5215 2.6913
H5 -1.8128 -2.4184 0.9278
H6 -2.5387 -1.0680 1.8146
H7 -0.6450 -1.1464 4.4115
H8 -1.1786 0.3745 3.7150
H9 -0.3149 0.4268 6.4597
H10 1.4255 0.6338 6.6870
H11 0.7800 -0.9545 6.2513
H12 1.3797 2.5453 4.9262
H13 -0.3504 2.2634 4.8563
H14 -0.0765 4.7101 3.7401
H15 -1.4749 4.0769 2.8425
H16 -0.1793 4.9159 1.9798
H17 2.5094 4.0588 3.1496
H18 2.4615 3.7688 1.3955
H19 3.1008 2.5241 2.4720
H20 2.2600 0.1719 3.0093
H21 2.2990 -1.0617 4.2518
H22 4.1953 -1.6395 5.7466
H23 3.4251 -0.5588 6.9334
H24 5.1739 -0.4742 6.6402
H25 3.4318 3.1160 5.3590
H26 4.5410 2.3433 6.4866
H27 2.8054 2.0471 6.6403
Cl1 -2.9984 0.7407 -4.3261
C12 -2.2915 -0.6947 -3.6715
C13 -2.6770 -1.9432 -4.1932
C14 -2.1243 -3.0999 -3.7322
Cl2 -2.6248 -4.6208 -4.3967
C15 -1.1302 -3.0572 -2.7261
C16 -0.4394 -4.1804 -2.2207
C17 0.5486 -4.0215 -1.2860
C18 0.8274 -2.7386 -0.8060
N1 0.1758 -1.6720 -1.2288
C19 -0.7751 -1.7967 -2.2030
C20 -1.3558 -0.5751 -2.6637
O1 -0.9485 0.5570 -2.1527
H28 -3.4191 -1.9780 -4.9789
H29 -0.6889 -5.1641 -2.5977
H30 1.1148 -4.8683 -0.9197
H31 1.6085 -2.5740 -0.0793
C21 -7.8597 1.8789 3.3045
C22 -6.5095 1.9862 2.6382
C23 -5.7326 3.1338 2.7870
C24 -4.4924 3.2413 2.1728
C25 -4.0382 2.1921 1.3881
C26 -4.7869 1.0367 1.2192
C27 -6.0169 0.9425 1.8489
S1 -2.4611 2.3559 0.6123
C28 -2.9660 2.7096 -1.0555
O2 -1.9183 0.9116 0.5893
H32 -7.8816 2.4299 4.2445
H33 -8.1207 0.8401 3.5058
H34 -8.6385 2.2962 2.6603
H35 -6.0992 3.9520 3.3996
H36 -3.8845 4.1339 2.3052
H37 -4.4097 0.2229 0.6072
H38 -6.6123 0.0433 1.7243
H39 -3.7239 1.9907 -1.3646
H40 -2.0814 2.6341 -1.6878
H41 -3.3592 3.7310 -1.0527
F1 1.5604 2.7509 -6.3613
C29 1.3984 2.7382 -5.0504
C30 0.7562 3.7831 -4.4219
F2 0.2928 4.8005 -5.1383
C31 0.5893 3.7613 -3.0538
F3 -0.0653 4.7751 -2.4847
C32 1.0622 2.7207 -2.2750
S2 0.8362 2.7247 -0.5169
C33 1.6991 1.6894 -2.9413
F4 2.1217 0.6175 -2.2499
C34 1.8642 1.6745 -4.3059
F5 2.4568 0.6467 -4.9072



No. 4
Entry from OMol25: C18H24BrNO2P2PtSe as an isolated structure (the ωB97M-V functional and the def2-TZVPD basis).

Output
HOMO: -6.5 eV
Charge: 0
HOMO-LUMO gap: 5.79 eV

CARTESIAN COORDINATES (ANGSTROEM)
Pt1 -0.2255 -0.0602 -1.4112
Br1 0.6228 3.3070 -2.8267
C1 -1.1311 2.9151 -2.2028
C2 -1.9519 3.9579 -1.8416
C3 -3.2457 3.6531 -1.4341
C4 -3.6470 2.3273 -1.4562
C5 -2.7382 1.3492 -1.8193
N1 -1.4654 1.6284 -2.1707
C6 -3.1584 -0.1243 -1.7793
O1 -4.3282 -0.3934 -1.9907
O2 -2.2303 -0.9423 -1.5063
H1 -1.5933 4.9734 -1.8819
H2 -3.9089 4.4361 -1.1053
H3 -4.6386 2.0126 -1.1720
C7 0.4318 -3.7263 -2.5577
P1 0.5199 -2.3289 -1.3719
C8 -0.1661 -3.1010 0.1305
C9 2.3476 -2.2358 -1.0515
C10 2.6854 -0.9815 -0.2545
P2 1.9951 0.5459 -1.0486
C11 2.4988 1.8120 0.1682
C12 3.1777 0.7750 -2.4291
H4 0.9366 -4.6013 -2.1516
H5 0.8887 -3.4421 -3.5035
H6 -0.6173 -3.9569 -2.7317
H7 0.3596 -4.0190 0.3900
H8 -1.2145 -3.3137 -0.0761
H9 -0.1291 -2.3982 0.9606
H10 2.8490 -2.2115 -2.0244
H11 2.6799 -3.1359 -0.5257
H12 3.7669 -0.8744 -0.1268
H13 2.2314 -1.0422 0.7379
H14 3.5326 1.6696 0.4804
H15 1.8346 1.7399 1.0278
H16 2.3883 2.7995 -0.2740
H17 4.2043 0.6917 -2.0738
H18 3.0283 1.7513 -2.8816
H19 2.9826 0.0109 -3.1799
Se1 -1.3311 1.0256 1.0542
C13 -1.0263 0.4013 2.8270
C14 0.0747 -0.3886 3.1410
C15 0.3119 -0.7675 4.4477
C16 -0.5417 -0.3584 5.4610
C17 -1.6509 0.4144 5.1500
C18 -1.8990 0.7855 3.8439
H20 0.7439 -0.6946 2.3492
H21 1.1773 -1.3721 4.6774
H22 -0.3445 -0.6356 6.4869
H23 -2.3221 0.7403 5.9302
H24 -2.7646 1.3827 3.5967



No. 5
Entry from OMol25: a 2-piece molecular cluster, C6H17N2 overall (the ωB97M-V functional and the def2-TZVPD basis).

Output
HOMO: -12.7 eV
Energy relative to the best compared isomer or geometry (same formula, charge and spin): 556.81 kJ/mol
Charge: +1
HOMO-LUMO gap: 5.02 eV

CARTESIAN COORDINATES (ANGSTROEM)
N1 -0.4601 -1.9782 4.0605
C1 -0.2960 -0.0149 0.5670
C2 -0.6792 -0.5517 -0.7770
C3 0.5378 -0.9443 -1.7934
C4 0.1844 -1.2489 -3.2922
C5 -0.8287 1.4284 0.7136
N2 -0.1407 2.5359 0.0219
C6 1.2914 2.3464 0.4288
H1 0.2841 -1.3355 4.0162
H2 -0.6963 -2.5554 3.2785
H3 -0.5467 -2.3526 4.9716
H4 -0.5348 -0.5663 1.4835
H5 -1.4090 0.1241 -1.3689
H6 -1.0011 -1.5695 -0.6789
H7 1.4033 -0.2377 -1.6955
H8 0.9149 -1.8810 -1.2972
H9 -0.3129 -0.3463 -3.8420
H10 -0.6376 -1.9526 -3.3409
H11 1.0105 -1.5353 -3.9912
H12 -0.9585 1.8089 1.7750
H13 -1.8238 1.5423 0.3040
H14 -0.2059 2.4295 -1.0166
H15 1.5118 2.9347 1.3653
H16 1.4180 1.2598 0.5034
H17 1.9752 2.6601 -0.3957



No. 6
Entry from OMol25: one molecule with the formula C14H16ClNO3 (the ωB97M-V functional and the def2-TZVPD basis).

Output
HOMO: -9.4 eV
SMILES: O=C(COC(=O)C1CCC1)NCc1ccccc1Cl
Energy relative to the best compared isomer or geometry (same formula, charge and spin): 137.84 kJ/mol
Charge: 0
HOMO-LUMO gap: 9.98 eV

CARTESIAN COORDINATES (ANGSTROEM)
O1 1.3640 -0.1321 -1.4264
C1 1.3527 0.6222 -0.4815
C2 2.3441 0.4894 0.6866
O2 2.9887 -0.7660 0.6177
C3 2.1751 -1.8290 0.7693
O3 1.0326 -1.7351 1.1344
C4 2.8890 -3.0951 0.3971
C5 2.1073 -4.3950 0.6315
C6 2.2049 -4.7289 -0.8649
C7 2.8410 -3.3563 -1.1284
N1 0.5240 1.6774 -0.3631
C8 -0.5542 1.9136 -1.3039
C9 -1.8789 1.4978 -0.7189
C10 -2.5044 0.3278 -1.1278
C11 -3.7085 -0.0685 -0.5730
C12 -4.3068 0.7038 0.4075
C13 -3.6965 1.8682 0.8401
C14 -2.4901 2.2499 0.2797
Cl1 -1.7333 3.7057 0.8506
H1 3.1307 1.2416 0.6029
H2 1.8134 0.5932 1.6401
H3 3.9001 -3.0732 0.8020
H4 2.5802 -5.1052 1.3059
H5 1.0925 -4.1966 0.9704
H6 1.2542 -4.9009 -1.3634
H7 2.8716 -5.5617 -1.0801
H8 3.8126 -3.3702 -1.6161
H9 2.1921 -2.6572 -1.6515
H10 0.4950 2.2077 0.4939
H11 -0.3304 1.3205 -2.1923
H12 -0.5690 2.9766 -1.5636
H13 -2.0308 -0.2769 -1.8859
H14 -4.1782 -0.9817 -0.9041
H15 -5.2464 0.4014 0.8437
H16 -4.1482 2.4749 1.6097



No. 7
Entry from OMol25: a 2-piece molecular cluster, C3H11ClN2Si overall (the ωB97M-V functional and the def2-TZVPD basis).

Output
HOMO: -9.3 eV
SMILES: C[Si](C)(C)Cl.[H]/N=N\[H]
Energy relative to the best compared isomer or geometry (same formula, charge and spin): 318.14 kJ/mol
Charge: 0
HOMO-LUMO gap: 9.96 eV

CARTESIAN COORDINATES (ANGSTROEM)
C1 0.2485 0.4939 -1.6581
Si1 -0.4819 -0.3737 -0.0350
C2 -2.1877 -1.1950 -0.2576
C3 -0.7228 0.9438 1.3475
Cl1 0.7454 -1.9665 0.4503
H1 0.3921 1.6134 -1.6649
H2 1.2486 0.1406 -1.7683
H3 -0.4397 0.2997 -2.5052
H4 -2.9014 -0.3570 -0.2193
H5 -2.5777 -2.0087 -0.9058
H6 -2.6324 -1.6659 0.6568
H7 -0.8706 0.4777 2.3824
H8 0.0314 1.6856 1.5294
H9 -1.6866 1.3914 1.0890
H10 2.5854 -0.3053 1.4482
N1 2.3463 0.4271 0.6493
N2 3.0721 0.5515 -0.2893
H11 3.8310 -0.1526 -0.2494



No. 8
Entry from OMol25: one molecule with the formula C3H6O3 (the ωB97M-V functional and the def2-TZVPD basis).

Output
HOMO: -10.4 eV
SMILES: O=C[C@H](O)CO
Energy relative to the best compared isomer or geometry (same formula, charge and spin): 132.55 kJ/mol
Charge: 0
HOMO-LUMO gap: 11.26 eV

CARTESIAN COORDINATES (ANGSTROEM)
O1 -2.1944 0.2682 0.1710
C1 -1.2463 -0.4637 0.3451
C2 0.1169 0.1070 0.6891
O2 0.0407 1.5063 0.7262
C3 1.1030 -0.3317 -0.3974
O3 0.4651 -0.4548 -1.6553
H1 -1.3350 -1.5586 0.2521
H2 0.4273 -0.2979 1.6679
H3 -0.9038 1.7316 0.6706
H4 1.9192 0.4035 -0.4229
H5 1.5240 -1.3156 -0.1728
H6 0.0833 0.4059 -1.8736



| no. | largest force on an atom (eV/A) | electronic energy (eV) | M (g/mol) |
| --- | --- | --- | --- |
| 1 | 2.009 | -165102.733 | 1248.767 |
| 2 | 5.307 | -34231.124 | 174.060 |
| 3 | 0.617 | -289495.566 | 1065.321 |
| 4 | 2.297 | -181855.444 | 702.285 |
| 5 | 5.805 | -9466.263 | 117.216 |
| 6 | 0.585 | -34933.018 | 281.739 |
| 7 | 4.427 | -26669.119 | 138.674 |
| 8 | 0.527 | -9349.943 | 90.078 |